Record 1
46
Properties=species:S:1:pos:R:3:forces:R:3 method="wB97M-V/def2-TZVPD" homo_lumo_gap_ev=4.7 total_energy_ev=-25214.934 charge=+1 homo_ev=-9.2 molar_mass_g_mol=304.23
C -0.832523 5.000413 -0.856442 -0.120 0.111 0.216
N -0.236786 3.808570 -0.251334 -0.347 0.402 -0.416
C -0.525233 3.569881 1.104849 -0.503 -0.912 0.519
C -1.407097 4.374522 1.856372 0.152 0.367 -0.224
C -1.772192 4.048786 3.158237 0.376 -0.856 0.421
C -1.205937 2.907379 3.766809 0.038 0.293 0.073
C -0.349811 2.077767 3.042674 -0.114 0.279 -0.579
C -0.094627 2.362954 1.694739 -0.111 0.575 0.388
C 0.320186 1.269844 0.776081 0.152 -0.351 0.222
C 0.953427 1.687895 -0.489279 0.649 0.500 -0.001
C 0.535938 2.932270 -1.023360 1.067 -0.702 -0.729
C 0.978213 3.188557 -2.350335 -0.134 -0.048 0.036
C 1.899622 2.353230 -2.997450 0.123 -0.300 0.674
C 2.485311 1.279496 -2.309070 -0.333 0.034 -0.224
C 1.934308 0.886169 -1.091518 0.023 0.914 -0.272
H -0.582634 5.062901 -1.912496 0.055 0.072 0.269
H -1.924305 4.937912 -0.794278 0.063 0.010 0.001
H -0.527718 5.938137 -0.345438 0.042 -0.600 -0.286
H -1.852405 5.260815 1.417043 0.123 -0.106 0.011
H -2.517127 4.648902 3.707250 0.592 -0.281 -0.410
H -1.433459 2.643790 4.797938 -0.064 0.189 -0.196
H 0.083577 1.149026 3.460244 -0.461 0.639 -0.138
H 0.937480 0.523926 1.280022 -0.189 -0.131 0.090
H 0.610919 4.050059 -2.900206 0.124 -0.187 0.084
H 2.186135 2.495534 -4.041800 -0.057 0.425 0.437
H 3.366349 0.775122 -2.705045 -0.427 -0.083 -0.148
H 2.322069 -0.021875 -0.609659 -0.251 0.587 0.085
H -0.630933 0.851958 0.468860 -0.417 -0.844 0.112
B -1.036610 -3.538771 1.099540 -1.261 2.525 1.195
H -0.602510 -3.590945 2.208697 -0.373 -0.070 -0.162
H -1.979477 -2.950195 0.652143 -0.327 -0.036 0.987
C -0.327725 -4.123721 -0.048047 2.663 -3.905 -2.714
N -0.625089 -5.458126 -0.288539 -0.241 1.540 0.318
C -1.761150 -6.120700 0.381439 -0.555 -0.344 0.385
C 0.218807 -5.948890 -1.245104 1.038 0.629 -0.690
C 1.067509 -4.922617 -1.597216 -0.639 -0.603 0.211
N 0.723216 -3.822354 -0.856229 -1.634 -0.102 1.226
C 1.322192 -2.505525 -0.961024 0.623 1.128 -0.187
H -1.925684 -7.151695 0.029283 0.410 0.529 -0.024
H -1.638945 -6.161963 1.476431 0.421 -0.019 -0.385
H -2.707220 -5.579620 0.225733 0.435 0.032 -0.348
H 0.190917 -6.956413 -1.635981 -0.164 0.143 0.203
H 1.874356 -4.828427 -2.301064 -0.039 -0.329 -0.120
H 2.115126 -2.538304 -1.722464 -0.321 -0.002 0.323
H 0.609900 -1.718389 -1.251610 -0.023 -0.560 -0.112
H 1.761643 -2.147285 -0.019395 -0.063 -0.555 -0.124

***

Record 2
46
Properties=species:S:1:pos:R:3:forces:R:3 method="wB97M-V/def2-TZVPD" homo_lumo_gap_ev="2.3 / 7.1" total_energy_ev=-105939.058 charge=+2 homo_ev="-10.8 / -15.7" molar_mass_g_mol=564.60 spin_multiplicity=3
C -3.268175 2.397804 -1.387228 0.368 -0.179 0.160
C -4.173387 1.517105 -0.642266 -0.310 -0.451 0.371
C -2.950582 3.725494 -0.853959 0.229 0.580 0.290
C -2.938036 2.080515 -2.780113 0.238 -0.200 -0.585
Cl -0.407482 1.238962 -0.072751 0.856 -0.686 0.077
H -3.731202 4.461718 -1.112084 0.093 -0.027 0.046
H -2.007092 4.107507 -1.265015 -0.180 0.024 0.062
H -2.880290 3.710745 0.241388 -0.044 0.086 -0.161
H -5.231500 1.754348 -0.848960 0.089 -0.051 0.056
H -4.031366 1.619558 0.441869 -0.110 -0.021 -0.160
H -4.027609 0.465317 -0.922865 -0.096 0.137 0.055
H -3.714620 2.446855 -3.473711 0.102 -0.044 0.027
H -2.864477 0.995973 -2.935830 -0.034 0.167 -0.053
H -1.992949 2.548741 -3.085628 -0.187 -0.056 -0.029
C 2.493837 -1.040448 2.977787 -0.376 0.026 -0.787
C 2.654757 0.369531 2.884996 -0.744 0.241 -0.266
C 1.362534 0.969650 2.691916 -0.302 -0.356 0.213
H 3.572282 0.924027 3.067253 -0.163 -0.207 -0.321
C 0.391800 -0.099300 2.727052 0.407 -0.012 0.033
C 1.106992 -1.332742 2.910539 -0.255 0.968 -0.217
H 0.654201 -2.309277 3.072641 0.213 0.213 -0.294
H 3.286440 -1.773888 3.121714 -0.220 0.247 -0.078
H 1.129491 2.030742 2.716779 0.075 -0.239 -0.011
H -0.683147 0.044110 2.784214 0.251 -0.036 -0.130
C 3.282520 -0.870573 -0.631473 0.195 0.717 -0.433
C 3.989522 -0.170098 0.383377 -0.356 -0.236 -0.721
C 3.601966 1.200684 0.335256 -0.435 0.221 -0.471
H 4.738727 -0.619744 1.034929 -0.413 0.185 -0.003
C 2.658319 1.371695 -0.722870 0.781 -0.082 -0.851
C 2.478470 0.093994 -1.355870 0.532 0.308 -0.307
H 1.968495 -0.070414 -2.297629 -0.040 0.098 0.228
H 3.448722 -1.902024 -0.934452 -0.193 0.199 0.353
H 4.005564 2.018638 0.929605 -0.244 -0.326 0.020
H 2.277876 2.310917 -1.109765 -0.092 -0.173 0.288
W 1.503363 -0.019240 0.608731 0.901 -0.983 3.941
Br -2.660291 -4.183456 1.380888 0.528 0.511 -0.490
C -1.354346 -3.423136 0.206284 -0.392 -0.162 0.488
C -1.108225 -4.023562 -1.023930 0.495 0.543 0.045
C -0.094207 -3.463307 -1.798964 0.058 0.101 0.190
C 0.667040 -2.414517 -1.298858 0.085 0.203 0.397
N 0.448263 -1.819622 -0.083327 -1.620 -0.896 -0.643
C -0.640519 -2.304818 0.616945 0.708 0.017 -0.431
H -1.680205 -4.884288 -1.340083 0.008 0.008 -0.093
H 0.144728 -3.834953 -2.792826 -0.070 -0.023 0.253
H 1.496525 -2.042521 -1.900275 -0.440 -0.190 0.282
H -0.922726 -1.802701 1.536570 0.105 -0.161 -0.339

***

Record 3
84
Properties=species:S:1:pos:R:3:forces:R:3 method="wB97M-V/def2-TZVPD" homo_lumo_gap_ev=9.2 total_energy_ev=-524506.658 charge=0 homo_ev=-9.5 molar_mass_g_mol=1699.52
Cl -7.279328 -7.637841 -15.147556 0.298 0.116 1.143
C -7.188458 -7.412994 -13.342381 -0.790 0.553 0.585
C -8.553081 -7.210527 -12.693866 -0.375 0.507 -0.288
Cl -9.727213 -8.343670 -13.345701 -0.709 0.047 -0.269
H -6.767224 -6.427174 -13.145374 1.007 -0.421 -0.267
H -6.706292 -8.239753 -12.820771 0.460 0.033 -0.662
H -8.843718 -6.167834 -12.822019 -0.547 -0.162 -0.677
H -8.597329 -7.285751 -11.607369 0.662 -0.549 0.046
Cl -9.844330 -11.721537 -7.719682 -0.234 0.670 -0.195
C -11.069985 -10.789850 -8.666624 0.397 -1.188 -0.961
C -10.691537 -10.760108 -10.159424 -0.775 0.611 -0.053
Cl -9.401499 -9.564511 -10.439811 0.152 -0.445 0.170
H -11.187301 -9.784271 -8.262714 0.166 -0.166 -0.052
H -11.986234 -11.370636 -8.560430 -0.051 0.217 0.057
H -11.565417 -10.439899 -10.726792 -0.109 0.592 0.185
H -10.456204 -11.669118 -10.712984 0.505 -0.338 0.935
Cl -6.439190 -9.244568 -5.700464 1.917 -1.348 0.777
C -7.886523 -8.467127 -6.165272 -0.281 1.229 -0.273
C -7.762669 -8.147209 -7.632506 -1.408 -0.896 -0.512
Cl -9.226767 -7.177680 -8.044347 0.323 0.646 -0.085
H -7.856539 -7.539719 -5.593335 -0.662 -0.011 -0.032
H -8.744778 -9.095350 -5.926889 0.011 0.218 -0.108
H -7.964831 -9.026973 -8.243447 0.424 -0.206 0.244
H -6.796336 -7.750243 -7.943519 -0.382 0.618 0.224
Cl -0.596775 -13.173833 -5.396501 0.686 0.355 -0.281
C -2.020996 -12.797117 -4.456409 -1.936 -1.240 0.524
C -2.062418 -13.721557 -3.202511 1.263 1.030 -0.772
Cl -0.827112 -13.001896 -2.144036 0.374 0.102 0.981
H -2.845636 -13.060139 -5.118904 -0.191 0.051 0.088
H -2.149211 -11.750879 -4.178850 0.533 -0.056 -0.097
H -1.610139 -14.676486 -3.470192 -0.737 -0.163 0.041
H -2.981907 -13.764197 -2.618713 -0.045 -0.043 -0.516
C -0.108873 -7.411545 -9.265629 -0.597 -1.901 2.159
O -0.435469 -8.118664 -8.272691 0.699 1.888 -2.346
N 0.477427 -6.208376 -9.202261 0.650 1.511 -0.347
C 0.620972 -5.337594 -10.424526 0.562 0.051 0.793
C 0.532593 -5.491741 -7.902781 -0.324 -0.656 0.523
H -0.261557 -7.767653 -10.296208 0.018 0.033 0.044
H 1.618964 -4.925480 -10.573731 0.461 -0.284 0.731
H 0.013228 -4.438943 -10.318789 -0.381 -0.385 -0.035
H 0.462356 -5.809346 -11.394259 -0.508 -0.462 0.643
H 1.290540 -4.711423 -7.834149 -0.424 0.301 -0.775
H -0.480996 -5.210618 -7.616943 -0.041 0.854 -0.364
H 0.770561 -6.071336 -7.010860 0.324 -1.053 -0.620
C -3.004928 -6.401316 -3.703201 0.701 0.068 0.220
Cl -2.380331 -7.605643 -4.816887 0.123 0.071 -0.309
Cl -3.850557 -5.114191 -4.551367 -0.083 0.027 -0.167
Cl -4.109944 -7.218385 -2.609166 0.030 0.200 0.333
Cl -1.589205 -5.658920 -2.832288 -0.780 -0.395 -0.168
C -7.832459 -13.747696 -4.888390 -0.181 0.096 -1.302
Cl -6.799025 -15.183847 -4.641821 -0.567 0.605 0.363
Cl -6.921053 -12.607224 -5.950012 -0.445 -0.497 0.516
Cl -9.322108 -14.304818 -5.876525 1.247 0.449 1.448
Cl -8.255450 -12.867010 -3.384712 0.053 -0.932 -0.879
C -1.267588 -13.773757 -12.050787 0.191 0.430 0.623
Cl -0.275192 -15.132175 -11.559440 0.303 -0.120 0.290
Cl -2.838563 -13.871344 -11.247186 0.511 0.143 0.713
Cl -0.365385 -12.221411 -11.713901 -0.759 -0.829 0.028
Cl -1.598080 -13.895977 -13.728436 0.124 0.111 -1.363
C -5.421636 -12.306734 -13.772769 -0.155 0.243 1.325
Cl -4.653436 -11.523053 -12.380920 -0.095 0.789 0.082
Cl -4.308322 -12.301662 -15.079491 0.131 -0.102 -0.948
Cl -5.667955 -13.983693 -13.207834 -0.786 0.152 -0.619
Cl -6.903446 -11.354413 -14.145391 0.447 -0.873 -0.024
C -7.044898 -3.325095 -7.414689 0.247 0.709 -0.402
Cl -5.520317 -2.549001 -6.744275 -1.239 -0.727 -0.021
Cl -7.964460 -1.996082 -8.247289 0.355 -0.790 0.609
Cl -6.560702 -4.521491 -8.608267 0.179 -0.016 -0.197
Cl -8.070372 -4.173823 -6.243868 0.536 0.759 0.034
C -2.090042 -9.255267 -15.689476 -0.704 -0.457 0.146
Cl -3.797570 -9.221049 -16.223587 0.331 0.220 0.393
Cl -1.315948 -7.804550 -16.260626 0.299 0.323 0.198
Cl -2.021499 -9.363659 -13.864892 0.067 -0.062 -1.334
Cl -1.333061 -10.664483 -16.479082 0.014 0.189 0.592
C -2.630437 -4.331721 -12.467454 -1.354 1.013 -0.286
Cl -1.689593 -5.678405 -12.689900 1.856 -2.490 -0.481
Cl -3.365587 -4.050072 -14.126938 0.240 0.880 1.064
Cl -3.912099 -4.781931 -11.337435 -0.388 0.506 0.172
Cl -1.631073 -3.023154 -11.752849 -0.846 0.109 -0.803
C -3.720846 -9.222727 -8.950197 -0.630 -0.409 0.821
Cl -3.000098 -10.481311 -7.911082 0.084 0.552 -0.086
Cl -5.374858 -9.783582 -9.317839 0.043 0.040 -0.241
Cl -3.861363 -7.654121 -8.114058 0.262 -0.360 -0.165
Cl -2.818961 -9.070586 -10.419964 0.252 0.119 -0.478

***

Record 4
50
Properties=species:S:1:pos:R:3:forces:R:3 method="wB97M-V/def2-TZVPD" homo_lumo_gap_ev=8.1 total_energy_ev=-141882.862 charge=0 homo_ev=-7.7 molar_mass_g_mol=539.03
C -2.434358 0.644498 -3.478452 -0.316 0.183 -0.318
C -2.242562 -0.637116 -2.987789 0.360 -0.171 0.209
C -1.552108 -0.827140 -1.777593 -0.827 -0.467 -0.644
C -1.121109 0.260731 -1.019397 0.247 0.399 0.214
C -1.222402 1.536578 -1.579901 -0.670 0.444 -0.476
C -1.930824 1.737726 -2.780640 0.633 -0.162 0.309
C -1.388070 -2.256104 -1.324388 0.053 -0.054 0.416
C 0.054722 -2.791248 -1.206481 0.396 0.121 -0.362
N 1.071183 -1.807580 -0.834801 -0.196 0.379 0.790
Zn -0.553032 -0.034035 0.831436 0.173 -0.787 -0.740
C -0.609398 2.742971 -0.893767 0.063 0.284 -0.154
P 1.106603 2.382906 -0.342901 -0.916 1.171 -0.753
H -2.637795 -1.524119 -3.508146 0.249 0.589 0.118
H -2.054849 2.759587 -3.140889 -0.008 -0.293 -0.091
H -2.980535 0.788490 -4.415002 0.144 0.019 0.331
H -1.160682 3.017469 0.019969 -0.015 0.077 -0.297
H -0.553976 3.598471 -1.584511 -0.409 -0.042 0.236
H -1.858493 -2.382832 -0.339706 -0.026 0.120 -0.353
H -1.901002 -2.919354 -2.031568 -0.071 0.111 0.259
H 0.063722 -3.576994 -0.441605 0.022 0.029 -0.350
C 1.601680 3.949483 0.424577 0.192 0.573 -0.118
C 2.014602 2.420176 -1.919054 0.332 0.142 -0.037
H 0.340576 -3.224815 -2.180656 -0.019 -0.190 0.211
C 1.677030 -1.142696 -1.975697 0.069 -0.092 0.022
C 2.076669 -2.333461 0.080312 0.139 -0.194 -0.308
H 1.554736 0.967023 1.071583 -0.038 -1.782 0.054
H 2.238670 -1.859866 -2.602263 -0.058 0.075 0.014
H 0.906535 -0.667695 -2.588864 0.126 -0.062 0.067
H 2.382349 -0.372566 -1.632790 -0.230 -0.177 -0.040
H 2.676000 -3.131539 -0.398546 -0.062 0.031 0.171
H 2.773607 -1.534613 0.368787 -0.246 -0.177 0.003
H 1.591607 -2.738264 0.977826 0.163 0.119 -0.185
H 2.103440 3.454324 -2.274384 0.062 -0.206 -0.146
H 3.014437 2.006974 -1.711128 -0.223 0.186 -0.371
H 1.502939 1.801824 -2.666899 0.176 0.126 0.186
H 1.645181 4.744803 -0.334031 0.007 0.069 0.367
H 0.909596 4.229066 1.235076 0.241 -0.093 -0.305
H 2.601224 3.801498 0.856358 -0.213 0.215 -0.064
H 1.442570 0.258671 0.777229 0.770 -0.737 1.313
Cl -1.297620 -3.269405 1.929651 -0.067 -0.032 0.174
C -1.149671 -1.988672 3.081553 0.087 0.885 1.005
C -0.741368 -0.713699 2.659716 0.194 0.042 0.327
C -0.497060 0.262457 3.626434 -0.648 -0.889 0.782
Cl 0.021285 1.854045 3.110496 -0.113 -0.228 0.048
C -0.728137 0.024222 4.998243 -0.144 -0.524 -0.781
Cl -0.415458 1.256391 6.140425 -0.020 0.062 0.279
C -1.244989 -1.230159 5.396323 0.429 0.279 -1.081
Cl -1.597650 -1.508285 7.037661 -0.082 -0.110 0.347
C -1.440233 -2.252811 4.438546 0.308 0.896 -0.436
Cl -2.057582 -3.775316 4.909647 -0.017 -0.154 0.162